1.
12
Properties=species:S:1:pos:R:3 method="wB97M-V/def2-TZVPD" homo_ev=-8.08 homo_lumo_gap_ev=7.9 e_lumo_ev=-0.18 e_above_lowest_kj_mol=431.9 smiles="C=CN=C.O" e_tot_ev=-6758.274
H -2.291 1.560 0.764
N -0.769 0.231 0.563
O 2.172 1.394 -1.288
H 3.094 1.509 -1.018
H 1.924 0.623 -0.762
H -1.162 -1.329 -0.768
H -0.198 -3.051 0.941
C -0.708 -1.109 0.195
C 0.078 -2.011 0.823
H 1.123 -1.781 1.012
H -1.745 1.198 -0.973
C -1.552 1.109 0.103

---

2.
32
Properties=species:S:1:pos:R:3 method="wB97M-V/def2-TZVPD" total_charge=+1 homo_ev="-12.01 / -13.23" homo_lumo_gap_ev="8.2 / 7.2" e_lumo_ev="-3.79 / -6.00" e_above_lowest_kj_mol=0.0 s_squared=2.01 multiplicity=3 e_tot_ev=-12640.150
C -0.608 0.042 -1.196
H -2.094 1.712 -1.056
H 1.055 1.382 2.024
H 0.863 -1.220 -2.106
C 1.040 0.317 2.079
C -1.393 0.740 1.705
N 0.051 0.438 -0.052
H -1.927 2.552 2.463
C 0.910 -0.282 0.686
H -0.961 -1.917 -1.124
H -1.926 0.056 2.344
H 0.997 0.457 -2.307
H 3.079 -0.211 0.617
H 2.318 -0.978 -0.914
H -0.815 2.416 1.203
H 0.102 -0.088 2.583
H 1.823 -0.048 2.601
C -1.560 -1.069 -0.992
H -0.178 -0.512 -3.233
H -0.621 2.150 -1.884
H 0.866 -2.422 -0.109
H 1.757 -2.076 1.307
H -2.341 -0.996 -1.703
C 0.318 -0.321 -2.331
H -2.018 -1.076 0.125
N -1.381 2.014 1.858
C 2.327 -0.145 -0.111
C -1.301 1.385 -1.684
C 0.764 -1.809 0.804
H 0.051 -2.213 1.521
H -1.671 0.956 -2.557
H 2.473 0.769 -0.561

---

3.
14
Properties=species:S:1:pos:R:3 method="wB97M-V/def2-TZVPD" homo_ev=-9.23 homo_lumo_gap_ev=9.1 e_lumo_ev=-0.15 e_above_lowest_kj_mol=493.7 e_tot_ev=-6345.667
H -0.984 1.394 -0.015
H -2.882 -1.044 0.013
H -3.186 0.460 -0.876
C 2.831 -0.358 0.004
C -1.238 0.340 -0.007
H 1.141 -1.744 -0.916
H 1.141 -1.732 0.919
C -0.279 -0.527 -0.005
C -2.706 0.030 0.007
C 2.805 0.940 0.001
H -3.169 0.475 0.887
C 0.789 -1.293 -0.001
H 3.772 1.435 0.005
H 1.965 1.624 -0.015

---

4.
48
Properties=species:S:1:pos:R:3 method="wB97M-V/def2-TZVPD" total_charge=+1 homo_ev="-10.34 / -10.31" homo_lumo_gap_ev="6.6 / 6.7" e_lumo_ev="-3.76 / -3.60" e_above_lowest_kj_mol=14.4 e_tot_ev=-65642.697
H -0.462 -3.845 -5.234
H 3.748 -2.993 0.322
C -2.788 3.485 -0.117
F 5.032 -1.643 2.096
S 4.460 0.591 -1.254
C 3.695 -1.700 2.017
C -0.872 2.883 1.209
S 0.426 1.721 1.608
C 1.575 -1.031 2.859
C -0.524 -1.610 1.554
C 0.932 -1.760 1.837
H 1.728 -2.242 -4.196
C 1.190 -1.372 -2.348
C -2.226 -3.759 -4.007
S -1.621 1.058 -0.699
C -2.899 4.674 0.590
H -3.486 3.246 -0.909
H 4.073 -0.874 -3.178
C 1.732 -2.459 0.925
C -1.774 2.593 0.199
H 3.453 -0.450 3.742
N 0.105 -1.366 -1.604
C 3.087 0.773 -0.288
C 3.601 -0.444 -2.311
C -1.996 4.966 1.603
H -0.275 4.304 2.703
C 3.121 -2.440 1.008
H -3.689 5.372 0.349
H -2.805 -4.390 -4.667
H 0.973 -0.480 3.570
C -0.239 -2.641 -3.440
H -3.865 -3.517 -2.642
H -2.629 -2.049 -1.073
N 1.053 -2.119 -3.462
C -0.833 -2.145 -2.279
H -1.122 -1.251 2.388
H -0.968 -2.471 1.053
C -2.156 -2.445 -1.961
H 3.053 1.391 0.597
C 2.949 -1.002 2.961
C -0.980 4.074 1.914
C -2.835 -3.258 -2.842
H -2.080 5.892 2.155
C 2.326 -0.595 -1.871
H 1.251 -3.049 0.154
C -0.919 -3.462 -4.334
N 2.040 0.109 -0.715
W 0.072 -0.085 0.233

---

5.
60
Properties=species:S:1:pos:R:3 method="wB97M-V/def2-TZVPD" homo_ev=-8.73 homo_lumo_gap_ev=9.1 e_lumo_ev=0.38 e_above_lowest_kj_mol=117.2 smiles="CCC(=O)c1ccc(OCC(=O)Nc2cc(S(=O)(=O)N3CCCCC3)ccc2OC)cc1" e_tot_ev=-50405.901
C -3.356 0.171 1.586
H 6.843 1.331 -0.241
C 0.131 1.233 -0.542
O -3.099 2.594 1.404
C 1.200 0.454 -0.130
C -5.594 0.414 -0.025
H -5.104 -3.538 1.195
H -6.238 -4.120 -0.034
H 7.839 -0.584 1.044
N -0.768 1.835 0.336
C -1.988 2.561 2.269
C -6.036 -2.011 0.003
C -4.081 -0.952 1.233
H -2.237 2.116 3.239
H -1.529 2.321 -0.126
O 2.810 -2.347 0.050
C -5.447 -3.396 0.170
H 6.250 -0.235 -0.828
C -3.748 1.424 1.129
H -1.708 1.470 -4.095
H -1.717 3.609 2.432
H -6.473 0.490 -0.649
C 5.935 -1.430 1.625
O 0.081 1.346 2.404
N 3.981 -0.229 0.729
H -0.714 2.957 -4.099
H -2.415 3.019 -3.573
H 4.769 1.647 1.067
C 1.833 0.099 -2.425
C 0.760 0.870 -2.851
H 3.834 -1.786 2.044
C 2.038 -0.103 -1.078
H -3.491 -2.896 -0.637
C 6.247 0.454 0.018
H 2.515 -0.349 -3.131
O 4.300 -1.314 -1.609
C -1.510 2.414 -3.580
H -3.892 -4.616 -0.698
C -0.099 1.436 -1.922
H 4.342 1.275 -0.619
H -2.486 0.053 2.213
H 4.471 -0.271 2.732
H -3.758 -1.907 1.617
H 1.384 0.283 0.916
C 4.803 0.877 0.288
H 5.920 -2.150 0.805
O -1.188 2.202 -2.224
H -5.171 2.516 -0.027
S 3.373 -1.158 -0.518
C -5.207 -0.854 0.420
H 6.315 -1.927 2.519
C -4.878 1.536 0.316
C -4.292 -3.611 -0.810
C 6.822 -0.245 1.249
O -7.133 -1.849 -0.488
H 6.862 0.459 2.085
C -0.766 1.832 1.690
H 0.604 1.018 -3.907
C 4.507 -0.946 1.871
H -4.644 -3.493 -1.833

---

6.
89
Properties=species:S:1:pos:R:3 method="wB97M-V/def2-TZVPD" total_charge=-1 homo_ev="-2.79 / -3.20" homo_lumo_gap_ev="5.2 / 5.6" e_lumo_ev="2.40 / 2.39" s_squared=3.79 multiplicity=4 e_tot_ev=-59512.574
C 2.917 0.274 -8.100
O 1.613 0.489 -7.551
H -2.336 -0.464 2.226
C -2.508 -0.977 0.072
C 1.904 1.887 4.859
H 2.386 -0.037 2.452
H -3.434 3.333 -3.436
C -1.651 -1.662 -0.806
H 1.710 5.333 6.632
H -0.881 4.104 2.773
N -0.131 1.181 1.761
C -0.443 -2.029 -0.108
C -0.444 2.526 1.489
C 2.290 -1.177 0.537
H -0.557 1.696 6.514
C -1.669 2.111 4.717
H -1.905 -1.991 -1.815
C -2.936 2.484 -2.936
H -1.983 -0.656 -3.342
C 2.956 2.304 5.686
H 2.918 0.819 -9.042
N -0.664 3.115 2.726
C -0.487 3.112 -3.070
H -2.591 1.295 7.886
C -1.592 2.249 -3.481
H 0.655 1.639 -5.021
C -0.580 -1.517 1.264
O -0.289 0.387 -1.644
O -0.020 -0.170 3.668
H 3.682 0.671 -7.418
C -0.124 -0.100 -6.097
C -1.097 -0.242 -3.845
H -0.018 -1.911 2.106
H 2.331 -2.200 0.899
C -2.924 2.289 4.138
H 1.925 0.902 4.397
C -2.703 1.564 6.835
C 0.788 2.706 4.675
C -0.764 -0.201 -7.491
C 0.729 3.958 5.303
C 0.093 -0.191 -2.876
H -4.860 1.480 6.835
H -5.049 2.211 4.441
C -3.965 1.685 6.245
H 0.280 2.541 -2.521
H 0.935 0.398 -3.299
C 1.315 -0.307 -6.506
O -1.413 0.723 -7.944
C 2.353 1.145 0.529
C -1.880 -0.858 1.322
C -4.074 2.075 4.905
Re 0.545 -0.085 0.141
O 2.098 -1.118 -6.033
C -1.553 1.779 6.072
C -0.286 1.330 -5.502
H -3.007 2.612 3.099
C 2.279 -0.015 1.376
C -0.427 2.242 3.853
H 2.466 2.172 0.863
H -1.618 -1.560 -5.490
H -0.153 -2.789 -6.776
H -3.581 1.603 -3.050
H -3.520 -0.646 -0.162
H 1.068 -2.616 -8.099
H 0.468 -1.234 -2.741
H -2.862 2.740 -1.871
C -0.152 0.927 3.114
H 0.244 -2.824 -0.388
O -0.508 3.057 0.388
C -1.404 1.174 -4.458
C 2.336 -0.731 -0.829
H -0.852 3.876 -2.373
O -0.547 -1.293 -8.268
C -0.714 -1.094 -5.063
H -0.146 4.598 5.166
H 3.092 -0.797 -8.266
H 3.696 3.854 6.999
H 0.005 3.618 -3.915
C 2.401 0.712 -0.824
H -2.361 1.041 -4.991
C 0.000 -2.573 -7.844
H 2.527 1.360 -1.688
C 2.890 3.536 6.333
H 2.431 -1.370 -1.698
H 3.813 1.639 5.815
H -0.544 -3.299 -8.455
H 0.016 -1.882 -4.838
C 1.776 4.366 6.135
H -0.539 2.032 -6.302

---

7.
145
Properties=species:S:1:pos:R:3 method="wB97M-V/def2-TZVPD" total_charge=+1 homo_ev=-11.32 homo_lumo_gap_ev=9.2 e_lumo_ev=-2.10 e_above_lowest_kj_mol=0.0 e_tot_ev=-206578.829
H 0.448 -3.751 7.724
H 3.365 -2.255 9.598
C -8.093 6.190 -0.904
H -3.937 -2.638 -0.842
H 2.348 2.376 -1.878
H 2.298 -0.755 6.258
H 4.342 1.957 0.370
H -0.201 -4.831 2.264
Br 0.194 3.872 3.806
C 1.782 -0.023 -3.773
H 3.622 -0.473 1.857
I -3.834 5.087 -1.642
H 3.198 -6.324 -5.158
H 3.905 -6.776 -2.807
H 0.615 0.657 5.084
H 3.444 -2.649 7.888
C -9.649 7.054 -4.196
H 1.127 -0.887 -3.864
H 0.090 -2.221 3.184
H 1.373 -3.373 2.935
H -0.383 -0.769 4.770
H -6.893 7.921 -1.311
C 1.411 0.039 -1.467
H -8.938 6.237 -4.040
C 1.573 -1.227 5.592
H -3.827 -3.440 1.327
H 2.239 1.214 1.556
C -8.842 8.319 -2.104
C 0.023 2.849 1.064
H 5.561 -0.749 1.399
H -2.559 0.823 -2.208
H 4.813 -4.604 -5.817
C 0.342 -0.332 5.461
H -4.069 -4.383 -1.116
H 2.270 4.307 1.399
C 2.326 3.483 2.104
H -9.214 8.733 -1.162
H 1.217 0.881 -4.000
C 1.217 -1.950 1.337
C -1.486 -0.336 -0.628
C -1.711 2.973 -1.537
C 3.037 -3.817 -3.818
H 1.072 1.874 2.782
H 2.707 3.881 3.033
C 4.365 -7.307 -3.645
H -8.453 9.169 -2.670
O -2.375 -3.770 -0.084
H 2.703 -3.782 9.020
H -1.581 4.800 -0.339
H -7.267 6.977 -2.734
C 1.046 -0.471 1.655
C 1.250 -2.639 6.080
H 6.735 0.233 -0.397
H 0.723 -2.189 0.399
C 0.112 1.689 -0.090
H -8.483 6.548 0.050
C -10.016 7.694 -2.859
H 5.444 -2.336 0.629
C -0.271 2.431 -1.387
H 2.386 -4.689 -3.763
H -0.363 -2.231 7.454
H -8.146 8.491 -4.853
H -8.855 5.566 -1.371
C 4.096 -0.831 -0.156
C 4.507 -4.207 -3.729
H -2.879 -3.437 -2.014
H 3.594 -1.705 -0.574
C -1.895 -3.546 2.252
H 2.160 3.180 -0.377
C -0.417 -0.026 1.505
C 0.950 2.849 2.328
H 6.414 -6.802 -3.091
H 0.566 -3.114 5.369
H -0.713 0.582 2.360
H -9.783 8.848 -5.408
H -3.163 -5.058 1.338
C -0.438 -3.844 1.875
C 2.819 -2.724 8.780
H -1.010 -0.928 1.591
H -10.500 6.944 -2.227
H -2.415 -0.598 -0.117
H 1.411 -0.962 -1.042
H 0.439 0.176 -1.910
C -7.693 7.359 -1.801
H -10.547 6.596 -4.617
H 3.065 2.791 1.720
H 5.113 -3.302 -3.755
C 6.623 -0.848 -0.408
H 2.068 -1.307 4.615
H -1.950 -0.618 -4.068
C -3.371 -3.548 -1.054
N -0.781 0.613 0.271
H 4.274 -0.178 -0.995
H 4.669 -7.045 -5.756
H 4.705 -4.684 -2.764
C -2.902 -4.007 1.209
H 5.828 -8.303 -2.387
C 1.580 1.103 -0.350
H -0.948 -1.284 -0.700
H 2.834 -3.304 -4.761
H -2.052 -2.489 2.454
C 0.624 -2.702 7.473
H -2.435 2.457 -0.924
H 7.543 -1.266 -0.010
C -1.514 -0.765 -3.093
H 2.249 -2.254 1.218
H 0.359 3.313 -1.457
C -1.814 4.470 -1.341
H -8.857 7.549 -6.156
H 0.895 -2.117 9.512
H 3.782 -8.220 -3.780
H 6.527 -1.190 -1.429
F 4.400 3.585 -0.781
C 4.966 -5.120 -4.864
H 0.145 3.833 0.626
C -1.881 0.007 -2.030
H -2.007 2.791 -2.568
H 6.044 -5.275 -4.778
H 4.529 1.683 -1.372
H -0.810 -1.577 -2.963
H -2.114 -4.067 3.181
N 2.079 0.431 0.930
C 5.800 -7.683 -3.284
H -1.238 5.009 -2.082
C -9.075 8.042 -5.208
H 1.311 -0.333 2.703
H 2.753 -3.142 -3.006
H -0.040 1.839 -2.261
C 1.460 -2.060 8.579
H 2.566 -0.129 -4.512
O 2.386 0.080 -2.490
H -0.157 -0.186 6.418
H 1.599 -0.994 8.377
H -0.349 -3.913 0.799
H -7.231 5.553 -0.695
C 5.440 -1.266 0.447
N 3.376 -0.190 0.925
H -10.768 8.469 -3.031
C 0.577 -2.832 2.432
C 2.502 2.248 -0.813
C 4.255 -6.473 -4.921
C 4.010 2.256 -0.615
H 2.165 -3.238 6.061
H 6.268 -8.247 -4.092
Br -1.850 2.932 1.650